135
Properties=species:S:1:pos:R:3:forces:R:3:mulliken_charge:R:1 method="wB97M-V/def2-TZVPD" gap_ev=6.63 e_homo_ha=-0.1679 charge=-1
Ba 0.49734 0.88058 0.75567 -1.7 -0.6 2.2 1.949
C 2.86288 0.78506 -3.65415 0.1 -0.1 0.0 -2.182
C 3.21173 0.44428 -2.20334 0.1 0.1 0.0 3.180
C 3.92366 -0.90486 -2.11750 0.0 -0.1 0.0 -1.519
C 4.03948 1.52290 -1.52197 -0.1 -0.1 0.0 0.387
C 4.99714 2.22428 -2.24206 0.0 0.0 -0.1 -0.762
C 5.74768 3.23202 -1.65524 0.0 0.0 0.1 -1.527
C 5.49942 3.58146 -0.33941 0.0 0.0 -0.1 -0.589
C 4.55238 2.90437 0.42625 0.0 0.0 0.0 0.816
C 4.21772 3.47923 1.80256 0.1 0.0 -0.1 1.340
C 3.67292 4.90710 1.66120 0.0 0.0 0.0 -1.611
C 5.41292 3.44894 2.75754 0.0 0.0 0.0 -1.750
C 3.87149 1.80991 -0.15554 0.1 0.0 0.2 -0.315
N 2.95292 1.04972 0.61890 1.8 0.3 0.1 0.451
C 3.39244 0.57220 1.74787 0.0 0.1 0.0 -0.752
C 2.63825 0.10404 2.87065 0.1 -0.1 0.0 0.986
C 3.23760 -0.15878 4.11539 0.0 0.0 0.0 -1.570
C 2.19907 -0.38742 5.01314 0.0 0.0 -0.1 -1.397
C 1.00456 -0.26493 4.26543 0.1 0.0 0.1 -0.748
N 1.25537 0.02953 2.98106 0.7 -0.7 1.8 0.542
C -0.41684 -0.44492 4.77043 0.0 0.0 0.0 3.355
C -0.94954 -1.81017 4.31664 0.0 0.1 0.1 -1.740
C -1.32880 0.65854 4.21593 0.1 0.0 0.1 -1.726
C -0.44778 -0.38552 6.29963 0.1 0.0 0.1 -2.411
H 2.12352 0.07395 -4.03245 0.1 0.0 0.0 0.343
H 3.74325 0.72039 -4.30432 -0.1 0.0 0.0 0.598
H 2.44080 1.78948 -3.74037 0.0 -0.1 0.0 0.414
H 2.27125 0.34022 -1.66255 0.0 0.1 0.0 -1.040
H 4.91447 -0.84208 -2.57909 0.0 0.0 0.0 0.267
H 3.34568 -1.67670 -2.63689 0.0 0.0 0.0 0.430
H 4.05080 -1.21185 -1.07811 0.0 0.0 0.0 0.269
H 5.15198 1.98819 -3.28986 0.0 0.0 0.1 0.297
H 6.49262 3.76597 -2.23380 0.0 0.0 0.0 0.370
H 6.03503 4.41908 0.09896 0.0 -0.1 0.0 0.316
H 3.42591 2.88940 2.25466 -0.1 -0.1 0.0 -0.164
H 4.44495 5.59184 1.29798 -0.1 0.0 0.0 0.377
H 3.32169 5.28104 2.62933 0.0 0.0 -0.1 0.411
H 2.84047 4.93465 0.95334 0.0 0.0 0.0 0.296
H 6.21388 4.10432 2.40117 0.0 -0.1 0.0 0.331
H 5.82090 2.44008 2.84950 0.0 0.0 0.0 0.351
H 5.11655 3.78696 3.75557 0.0 0.0 -0.1 0.428
H 4.47265 0.58197 1.92810 0.0 0.0 0.1 0.430
H 4.30197 -0.13675 4.32047 -0.1 0.0 0.0 0.584
H 2.29420 -0.60299 6.06856 0.0 0.0 -0.1 0.478
H -1.08017 -1.83961 3.23504 0.1 0.0 0.1 -0.007
H -1.91806 -2.02431 4.78604 0.0 0.0 -0.1 0.428
H -0.24737 -2.60569 4.58451 -0.1 0.0 0.0 0.485
H -1.35375 0.64719 3.12399 0.0 0.0 0.1 -0.217
H -0.97647 1.64509 4.52994 0.0 0.0 0.0 0.463
H -2.35512 0.51924 4.57346 0.1 0.0 0.0 0.457
H 0.08976 -1.23169 6.73950 0.0 0.1 0.0 0.397
H -1.48412 -0.42381 6.65088 0.1 0.0 0.0 0.479
H 0.00799 0.53926 6.66910 -0.1 -0.1 0.0 0.431
C -0.43014 -3.56827 -0.35929 0.4 -0.3 0.0 -0.465
C 1.11895 -3.74578 -0.45379 -0.4 0.0 0.3 -0.060
P 1.85808 -5.01758 0.69252 -0.1 0.0 0.1 0.339
C 3.51931 -4.32483 1.08953 -0.1 0.0 -0.1 0.356
C 4.54152 -4.20778 0.14639 0.1 0.0 0.0 -0.217
C 5.78114 -3.69944 0.50711 -0.1 0.1 0.0 -0.696
C 6.01382 -3.29308 1.81791 -0.1 0.0 0.0 -0.490
C 5.00406 -3.39528 2.76287 -0.1 0.0 0.0 -0.429
C 3.76298 -3.91449 2.39937 0.0 0.1 0.0 -0.485
C 2.33842 -6.39436 -0.43415 0.0 0.1 0.1 0.196
C 1.78740 -6.60271 -1.69589 0.0 -0.1 0.0 -0.243
C 2.15318 -7.70790 -2.46388 0.0 0.1 0.1 -0.792
C 3.07228 -8.62291 -1.97713 0.0 0.0 0.0 -0.460
C 3.61634 -8.43742 -0.70896 -0.1 0.1 0.0 -0.584
C 3.24584 -7.34212 0.05495 0.0 0.0 -0.1 -0.419
P -1.17700 -3.76974 1.32351 0.0 0.0 -0.2 0.870
C -1.53250 -5.56636 1.48397 0.0 0.1 0.1 0.311
C -1.39496 -6.50722 0.47036 0.0 -0.1 0.0 -0.125
C -1.64880 -7.85461 0.70912 0.0 0.0 0.0 -0.709
C -2.05505 -8.27778 1.96578 0.0 0.1 0.0 -0.488
C -2.20147 -7.34739 2.98943 0.0 0.1 -0.1 -0.559
C -1.93040 -6.00639 2.75067 0.0 -0.1 -0.1 -0.338
C -2.87773 -3.09487 1.00996 0.0 -0.1 0.0 0.353
C -4.02041 -3.88865 0.87763 0.0 0.1 0.1 -0.361
C -5.28755 -3.31975 0.78815 0.1 -0.1 0.0 -0.771
C -5.44045 -1.94313 0.84732 0.0 0.0 0.0 -0.602
C -4.31482 -1.13762 0.96562 0.1 0.0 -0.1 -0.933
C -3.04861 -1.70718 1.02801 -0.1 0.1 0.0 -0.160
H -0.92619 -4.22844 -1.07323 -0.1 0.1 -0.1 0.492
H -0.67592 -2.54150 -0.63961 0.0 0.0 -0.2 -0.314
H 1.59750 -2.80226 -0.19710 0.1 0.1 0.1 -0.618
H 1.38192 -3.96226 -1.48667 0.1 0.1 -0.1 0.942
H 4.36874 -4.52804 -0.87560 0.0 0.0 0.0 0.412
H 6.56287 -3.60238 -0.23800 0.0 0.0 0.0 0.397
H 6.97848 -2.88453 2.09686 0.0 0.0 0.0 0.376
H 5.17534 -3.07248 3.78420 0.0 0.0 -0.1 0.387
H 2.96520 -3.97867 3.13210 0.1 0.0 0.0 0.304
H 1.06010 -5.90466 -2.09645 0.1 0.0 0.0 0.306
H 1.71731 -7.84533 -3.44685 0.0 0.0 0.0 0.406
H 3.36391 -9.47751 -2.57603 0.0 0.0 0.0 0.370
H 4.32814 -9.15301 -0.31543 0.0 0.0 0.0 0.384
H 3.67258 -7.20635 1.04269 0.0 0.0 0.0 0.387
H -1.08204 -6.20082 -0.52141 0.0 0.0 0.0 0.162
H -1.52458 -8.57408 -0.09206 0.0 0.0 0.0 0.395
H -2.24736 -9.32816 2.15136 0.0 0.0 0.0 0.353
H -2.51264 -7.66843 3.97677 0.0 0.0 0.0 0.371
H -2.02508 -5.28026 3.55286 0.0 -0.1 0.0 0.380
H -3.92782 -4.96575 0.86348 0.0 -0.1 0.0 0.407
H -6.15732 -3.96022 0.68790 0.1 0.0 0.0 0.371
H -6.42821 -1.49851 0.79964 0.0 0.0 0.0 0.390
H -4.41007 -0.05901 1.00493 0.0 0.0 0.0 0.453
H -2.19760 -1.03524 1.08578 0.0 -0.1 0.1 0.401
Br -0.36855 3.99776 -5.73601 0.0 0.0 0.0 -0.187
C -0.34296 2.71871 -4.34283 0.0 -0.1 0.1 0.152
C -0.59468 1.37957 -4.59729 0.0 0.0 0.2 0.213
Br -0.96394 0.78594 -6.35504 0.0 0.0 0.0 -0.212
C -0.56398 0.46128 -3.53089 0.0 0.1 0.0 -0.130
Br -0.86450 -1.38590 -3.83052 0.0 0.0 0.1 -0.075
C -0.27921 0.82246 -2.20737 0.1 -0.2 -0.1 -0.319
O -0.24098 -0.03042 -1.20382 -0.6 -0.3 -2.6 -0.396
C -0.00961 2.22713 -1.94787 0.3 0.2 -0.2 -1.170
O 0.25425 2.61234 -0.72137 -0.3 1.4 -2.0 -0.276
C -0.06042 3.11946 -3.02751 0.0 -0.1 0.1 -0.064
Br 0.29059 4.93121 -2.59603 0.0 0.0 0.0 -0.240
N -2.75644 1.63687 -0.66265 -0.2 0.1 0.3 0.201
C -3.60568 2.82014 -0.49411 0.1 -0.2 0.1 -0.926
C -2.87724 3.83752 0.37583 0.1 -0.1 0.1 -0.346
C -2.68396 3.35475 1.81924 -0.1 0.1 -0.2 0.524
C -1.51149 4.03217 2.51020 0.1 -0.2 -0.1 -1.343
N -0.25935 3.46044 1.98439 0.0 0.4 0.0 0.301
H -1.91628 1.89862 -1.16561 -0.2 0.0 0.1 -0.093
H -3.20683 0.92454 -1.22235 -0.1 -0.1 0.0 0.313
H -4.53819 2.51884 -0.00362 0.0 0.0 0.0 0.307
H -3.87703 3.28406 -1.44625 0.0 0.1 -0.1 0.475
H -3.42160 4.78574 0.37311 0.0 0.0 0.0 0.419
H -1.90253 4.02111 -0.09573 -0.1 0.0 0.0 0.003
H -2.48696 2.28163 1.79992 -0.1 0.0 0.1 -0.490
H -3.60389 3.51132 2.39186 0.0 0.0 0.0 0.468
H -1.55286 3.85797 3.58619 0.0 -0.1 0.0 0.434
H -1.57286 5.11602 2.35480 0.0 0.1 0.0 0.468
H 0.53963 3.85026 2.47571 0.0 0.0 0.0 -0.097
H -0.14999 3.72165 1.00083 0.0 -0.1 0.1 0.029